<P>
{"formula": "C18H22N2O4S", "method": "ωB97M-V/def2-TZVPD", "elements": ["C", "C", "C", "C", "C", "C", "O", "C", "C", "C", "C", "O", "N", "C", "C", "C", "C", "S", "N", "O", "O", "C", "C", "C", "C", "H", "H", "H", "H", "H", "H", "H", "H", "H", "H", "H", "H", "H", "H", "H", "H", "H", "H", "H", "H", "H", "H"], "coordinates": [[-1.41, -4.07, -0.02], [-0.74, -3.05, 0.91], [0.50, -2.51, 0.27], [0.44, -1.41, -0.58], [1.57, -0.90, -1.19], [2.81, -1.50, -0.97], [3.99, -1.10, -1.54], [4.14, 0.25, -1.93], [4.33, 1.16, -0.70], [3.74, 2.56, -0.92], [2.23, 2.49, -1.06], [1.66, 2.67, -2.11], [1.61, 2.17, 0.11], [0.29, 1.79, 0.32], [-0.71, 1.99, -0.64], [-2.00, 1.56, -0.38], [-2.29, 0.94, 0.82], [-3.92, 0.31, 1.11], [-3.75, -1.26, 0.53], [-4.87, 1.01, 0.28], [-4.16, 0.21, 2.52], [-1.32, 0.76, 1.79], [-0.03, 1.19, 1.54], [2.88, -2.61, -0.14], [1.74, -3.11, 0.47], [-2.31, -4.48, 0.45], [-1.69, -3.60, -0.95], [-0.73, -4.89, -0.23], [-0.49, -3.54, 1.86], [-1.44, -2.24, 1.10], [-0.52, -0.94, -0.76], [1.46, -0.05, -1.84], [3.30, 0.59, -2.53], [5.03, 0.26, -2.56], [5.39, 1.25, -0.46], [3.84, 0.68, 0.15], [4.00, 3.21, -0.07], [4.15, 3.00, -1.83], [2.21, 2.03, 0.91], [-0.46, 2.47, -1.57], [-2.79, 1.70, -1.10], [-4.10, -1.94, 1.19], [-4.18, -1.38, -0.37], [-1.59, 0.29, 2.72], [0.74, 1.04, 2.28], [3.84, -3.08, 0.02], [1.82, -3.97, 1.12]], "smiles": "CCc1ccc(OCCCC(=O)Nc2ccc(S(N)(=O)=O)cc2)cc1", "gap_ev": 8.9137}

<Q>
{"formula": "C18H22N2O4S", "method": "ωB97M-V/def2-TZVPD", "elements": ["C", "O", "C", "C", "C", "C", "C", "N", "C", "O", "C", "C", "C", "S", "C", "N", "C", "O", "C", "C", "C", "C", "O", "C", "C", "H", "H", "H", "H", "H", "H", "H", "H", "H", "H", "H", "H", "H", "H", "H", "H", "H", "H", "H", "H", "H", "H"], "coordinates": [[-7.30, -1.29, -1.20], [-6.78, 0.01, -1.04], [-5.59, 0.16, -0.39], [-4.83, -0.88, 0.14], [-3.64, -0.60, 0.79], [-3.19, 0.70, 0.92], [-1.87, 0.97, 1.61], [-0.77, 0.55, 0.77], [-0.01, -0.52, 1.04], [-0.13, -1.22, 2.02], [1.08, -0.76, -0.03], [1.73, -2.12, 0.16], [2.74, -2.43, -0.93], [3.42, -4.12, -0.81], [4.45, -3.94, 0.67], [2.08, 0.30, 0.05], [1.92, 1.49, -0.56], [0.92, 1.78, -1.21], [3.05, 2.41, -0.39], [3.23, 3.68, -0.88], [4.49, 4.11, -0.42], [4.99, 3.07, 0.31], [4.14, 2.04, 0.33], [-3.95, 1.74, 0.38], [-5.14, 1.47, -0.26], [-8.24, -1.17, -1.74], [-6.63, -1.92, -1.79], [-7.49, -1.77, -0.23], [-5.16, -1.90, 0.06], [-3.06, -1.41, 1.20], [-1.80, 0.39, 2.53], [-1.77, 2.04, 1.83], [-0.59, 1.08, -0.08], [0.62, -0.68, -1.02], [2.21, -2.15, 1.15], [0.95, -2.88, 0.16], [3.58, -1.73, -0.93], [2.26, -2.39, -1.91], [5.12, -3.10, 0.55], [3.82, -3.82, 1.55], [5.02, -4.86, 0.76], [2.86, 0.16, 0.66], [2.53, 4.22, -1.49], [4.96, 5.05, -0.61], [5.92, 2.95, 0.84], [-3.61, 2.76, 0.47], [-5.74, 2.27, -0.68]], "smiles": "COc1ccc(CNC(=O)[C@H](CCSC)NC(=O)c2ccco2)cc1", "gap_ev": 8.8831}

Q: Which of them is the least stable? A: <Q>.